No. 1
82
Properties=species:S:1:pos:R:3 method="wB97M-V/def2-TZVPD" de_lowest_kj_mol=593.0 multiplicity=5 homo_energy_ev="-9.06 / -9.08" charge=+1 s2=6.028
Ir 0.531 -0.967 -1.258
C -0.666 -2.368 1.733
C 0.656 -2.101 1.007
C 0.570 -1.123 3.209
C -0.725 -1.682 2.932
C 1.434 -1.470 2.180
C -1.769 -3.288 1.368
H -1.539 -3.855 0.464
H -2.722 -2.762 1.214
H -1.969 -4.020 2.173
C -1.900 -1.508 3.802
H -2.802 -1.966 3.374
H -2.098 -0.444 4.003
H -1.690 -2.000 4.757
C 0.868 -0.362 4.440
H 0.846 -1.025 5.314
H 0.105 0.413 4.612
H 1.856 0.109 4.403
C 2.905 -1.459 2.386
H 3.275 -2.211 3.118
H 3.268 -0.506 2.788
H 3.424 -1.663 1.447
C 1.333 -3.430 0.634
H 1.679 -3.956 1.547
H 2.204 -3.275 -0.019
H 0.665 -4.125 0.108
C -1.677 0.346 -3.759
C -1.778 -1.069 -3.707
C -1.050 -1.916 -4.711
C 0.469 -1.557 -4.846
C 1.040 -0.902 -3.587
C 1.107 0.452 -3.465
C 0.561 1.399 -4.487
C -0.893 1.052 -4.905
H -1.539 -1.792 -5.687
H 0.616 -0.919 -5.745
H -1.143 -2.980 -4.454
H -0.911 0.468 -5.858
H -2.559 0.963 -3.455
H -2.711 -1.487 -3.301
H -1.457 1.983 -5.129
H 0.582 2.434 -4.112
H 1.823 0.872 -2.783
H 1.213 1.371 -5.385
H 1.057 -2.486 -5.027
H 1.618 -1.575 -2.916
P -1.447 0.053 -1.865
P 1.533 0.865 -0.141
C -0.839 1.820 -1.635
C 0.577 2.092 -1.065
H -1.564 2.340 -0.988
H -0.907 2.383 -2.592
H 1.305 2.357 -1.842
H 0.533 2.955 -0.394
C 2.264 1.785 1.285
H 2.265 1.216 2.231
H 1.695 2.724 1.407
H 3.300 2.023 0.978
C 3.023 0.206 -0.974
H 3.472 1.012 -1.549
H 2.739 -0.618 -1.655
H 3.745 -0.207 -0.280
C -3.073 -0.170 -0.964
H -3.056 -0.989 -0.219
H -4.027 -0.297 -1.548
H -3.257 0.725 -0.335
C -0.865 -2.390 -1.876
H -0.272 -2.825 -1.080
H -0.478 -2.718 -2.864
H -1.921 -2.620 -1.576
F 0.367 5.593 5.570
C -0.084 4.670 4.700
C 0.129 4.879 3.328
F 0.804 5.963 2.863
C -0.365 3.941 2.431
F -0.309 4.214 1.082
C -0.966 2.714 2.852
S -1.198 1.446 1.771
C -1.272 2.639 4.237
F -2.078 1.635 4.669
C -0.810 3.566 5.154
F -1.068 3.408 6.471

=====

No. 2
29
Properties=species:S:1:pos:R:3 method="wB97M-V/def2-TZVPD" de_lowest_kj_mol=0.0 multiplicity=1 homo_energy_ev=-3.58 charge=-1
Pd -1.468 -0.019 0.035
N -0.129 -2.049 -2.985
C 1.226 -1.562 -3.235
C 1.684 -0.682 -2.085
N 1.666 -1.422 -0.821
H -0.483 -2.543 -3.793
H -0.753 -1.258 -2.814
H 1.316 -0.978 -4.163
H 1.900 -2.421 -3.311
H 1.038 0.206 -2.056
H 2.705 -0.344 -2.283
H 0.713 -1.758 -0.695
H 1.803 -0.760 -0.065
O -1.966 2.176 -3.868
S -1.881 1.929 -2.416
N -1.697 0.543 -1.934
C 0.837 0.653 3.768
As 0.194 0.814 1.882
C -0.824 2.459 2.233
C -1.227 -0.565 2.244
H 0.004 0.719 4.472
H 1.551 1.452 3.977
H 1.342 -0.304 3.899
H -1.596 2.279 2.984
H -1.293 2.789 1.309
H -0.143 3.230 2.598
H -1.847 -0.165 3.047
H -0.706 -1.451 2.609
H -1.967 -0.969 1.468

=====

No. 3
15
Properties=species:S:1:pos:R:3 method="wB97M-V/def2-TZVPD" smiles="O=CCCC=O.O" de_lowest_kj_mol=182.4 multiplicity=1 homo_energy_ev=-10.12
C -0.555 -0.779 1.392
C 0.085 -0.130 0.140
C -0.206 1.362 0.178
O 0.664 2.182 0.039
C 0.136 -2.066 1.768
O -0.027 -2.639 2.811
H -1.604 -0.999 1.155
H -0.707 -0.115 2.244
H -0.334 -0.555 -0.777
H 1.149 -0.343 0.071
H -1.225 1.734 0.390
H 0.841 -2.490 1.017
H 0.664 1.811 -4.221
H 0.914 1.513 -2.770
O 0.207 1.515 -3.439

=====

No. 4
50
Properties=species:S:1:pos:R:3 method="wB97M-V/def2-TZVPD" multiplicity=2 homo_energy_ev="-8.40 / -8.40" charge=-1 s2=0.763
Ca 3.028 4.942 0.703
N 0.914 5.184 0.103
S -0.525 5.376 0.523
O -1.386 4.337 0.031
O -1.031 6.738 0.706
F -0.388 4.911 2.074
S 0.624 5.875 -1.479
O 1.196 7.232 -1.584
O -0.623 5.595 -2.222
F 1.665 4.896 -2.251
N 4.742 5.045 -0.679
S 6.166 4.035 -0.625
O 7.202 4.432 0.304
O 6.486 3.140 -1.747
F 5.530 2.857 0.312
S 5.273 5.876 -1.781
O 5.219 5.213 -3.083
O 6.382 6.783 -1.611
F 3.984 6.891 -1.850
N 3.545 4.864 2.865
S 2.553 4.084 4.046
O 1.638 4.919 4.857
O 3.053 2.892 4.738
F 1.522 3.341 2.998
S 4.622 5.214 3.809
O 5.652 4.216 4.101
O 4.322 6.258 4.799
F 5.502 6.188 2.817
N 2.532 9.804 0.162
S 2.791 8.772 1.509
O 2.798 9.257 2.899
O 3.262 7.401 1.164
F 1.226 8.310 1.558
S 3.672 10.702 0.620
O 5.013 10.153 0.560
O 3.436 11.700 1.624
F 3.592 11.686 -0.669
C 0.878 -1.592 -0.423
C 2.220 -0.786 -0.255
C 2.763 -0.201 -1.579
O 2.890 1.100 -1.393
C 2.382 1.480 -0.238
O 2.420 2.618 0.211
O 1.989 0.411 0.475
H 1.058 -2.291 -1.239
H 0.020 -1.010 -0.762
H 0.554 -2.203 0.419
H 2.992 -1.347 0.271
H 2.101 -0.512 -2.387
H 3.703 -0.660 -1.887

=====

No. 5
38
Properties=species:S:1:pos:R:3 method="wB97M-V/def2-TZVPD" de_lowest_kj_mol=133.6 multiplicity=1 homo_energy_ev="-15.76 / -15.77" charge=+2
W -0.924 0.788 -1.880
O -1.740 -0.935 -0.788
C -2.776 -0.281 -1.027
O -2.804 0.214 -2.258
C -3.464 0.499 0.034
C -4.656 0.276 0.690
C -5.020 1.204 1.650
C -4.258 2.313 1.960
C -3.066 2.526 1.288
C -2.664 1.618 0.322
O -1.487 1.751 -0.406
N -2.270 3.732 1.618
O -2.675 4.413 2.520
O -1.280 3.928 0.943
N -6.300 0.994 2.377
O -6.586 1.817 3.210
O -6.929 0.009 2.069
H -5.291 -0.576 0.489
H -4.586 3.014 2.716
Se 0.163 3.820 -5.326
C -0.217 2.759 -4.125
N -0.504 1.960 -3.212
F 6.121 -4.732 0.902
C 6.376 -3.473 0.563
F 7.284 -3.467 -0.414
F 6.891 -2.840 1.620
C 5.120 -2.746 0.109
C 3.874 -3.358 0.218
C 2.751 -2.673 -0.184
C 2.891 -1.361 -0.706
C 4.166 -0.754 -0.813
C 5.270 -1.453 -0.400
C 1.758 -0.689 -1.109
C 0.752 -0.053 -1.481
H 3.795 -4.360 0.616
H 1.770 -3.120 -0.108
H 4.256 0.247 -1.210
H 6.256 -1.012 -0.467

=====

No. 6
105
Properties=species:S:1:pos:R:3 method="wB97M-V/def2-TZVPD" multiplicity=2 homo_energy_ev="-5.96 / -7.67" s2=0.751
Be -1.043 -1.111 4.245
C 0.021 0.814 -0.206
C -0.033 -0.580 0.464
C 1.182 -1.278 0.170
O -0.386 -0.596 1.823
H -0.780 1.504 0.061
H -0.061 0.684 -1.285
H 0.892 1.348 0.173
H -0.815 -1.096 -0.092
H 1.500 -1.450 -0.858
H 1.053 -2.255 0.635
H 2.090 -0.845 0.589
O -3.464 -0.949 3.544
C -4.040 -0.890 2.448
N -3.416 -0.744 1.262
C -5.521 -1.042 2.205
H -2.431 -0.956 1.193
H -4.027 -1.001 0.501
H -5.929 -0.204 1.640
H -6.003 -1.031 3.183
H -5.683 -2.005 1.720
O 0.734 0.356 4.896
C 1.644 1.006 4.486
N 1.433 1.559 3.326
C 2.906 1.171 5.251
H 0.572 1.273 2.882
H 2.255 1.933 2.875
H 2.826 1.363 6.321
H 3.578 1.821 4.690
H 3.334 0.173 5.344
O 1.597 3.948 -3.980
C 1.267 3.039 -3.247
N 0.280 3.277 -2.376
C 2.020 1.831 -3.222
H -0.165 4.175 -2.255
H -0.163 2.601 -1.770
H 1.381 0.990 -3.493
H 2.294 1.678 -2.179
H 2.887 1.852 -3.882
N -1.815 1.477 4.024
C -2.177 2.179 2.943
C -2.386 3.579 2.870
C -2.368 4.262 4.081
C -2.042 3.600 5.268
C -1.734 2.277 5.202
H -2.337 1.675 2.001
H -2.690 4.055 1.950
H -2.663 5.300 4.118
H -2.131 4.115 6.213
H -1.444 1.932 6.183
N -0.979 -0.716 -4.136
C -2.052 -1.142 -3.454
C -3.350 -1.145 -4.006
C -3.430 -0.719 -5.383
C -2.345 -0.362 -6.089
C -1.152 -0.286 -5.397
H -1.892 -1.419 -2.422
H -4.243 -1.557 -3.559
H -4.429 -0.649 -5.786
H -2.531 0.078 -7.058
H -0.306 0.194 -5.866
N -1.124 -3.508 3.201
C -2.348 -3.978 2.820
C -2.488 -4.981 1.831
C -1.334 -5.460 1.231
C -0.033 -5.094 1.648
C 0.008 -4.116 2.698
H -3.178 -3.591 3.393
H -3.419 -5.430 1.517
H -1.369 -6.200 0.445
H 0.796 -5.737 1.393
H 0.950 -3.754 3.084
C 2.343 -2.199 -4.310
C 2.482 -3.096 -3.016
O 3.764 -2.727 -2.356
S 4.542 -1.516 -3.106
O 5.999 -1.827 -3.096
O 4.151 -0.267 -2.506
O 3.734 -1.795 -4.561
H 1.612 -1.394 -4.234
H 2.104 -2.806 -5.183
H 2.446 -4.157 -3.264
H 1.585 -2.951 -2.415
C -2.889 2.031 -2.913
C -2.646 3.372 -3.731
O -2.866 4.363 -2.747
S -4.081 3.904 -1.598
O -5.394 3.993 -2.181
O -3.741 4.462 -0.293
O -3.633 2.339 -1.765
H -1.978 1.585 -2.513
H -3.589 1.457 -3.520
H -3.413 3.547 -4.486
H -1.654 3.473 -4.170
C 6.155 -1.371 0.741
C 5.618 0.097 0.957
O 6.287 0.726 2.013
S 7.594 -0.170 2.493
O 7.318 -0.765 3.798
O 8.809 0.677 2.409
O 7.501 -1.328 1.295
H 6.222 -1.708 -0.293
H 5.474 -2.054 1.248
H 4.562 0.186 1.209
H 5.828 0.672 0.056

=====

No. 7
12
Properties=species:S:1:pos:R:3 method="wB97M-V/def2-TZVPD" smiles="C=CN.SS" de_lowest_kj_mol=266.7 multiplicity=1 homo_energy_ev=-8.36
S 0.006 1.454 -0.227
S -0.524 1.518 -2.237
H 0.200 0.579 0.802
H -1.435 0.576 -2.198
C -0.262 -1.256 2.353
C 0.747 -2.130 2.109
N 0.759 -2.654 0.819
H -1.024 -0.957 1.508
H -0.283 -0.470 3.118
H 1.361 -2.549 2.901
H 0.156 -2.257 0.068
H 1.097 -3.583 0.714

=====

No. 8
70
Properties=species:S:1:pos:R:3 method="wB97M-V/def2-TZVPD" de_lowest_kj_mol=41.5 multiplicity=5 homo_energy_ev="-13.93 / -13.97" charge=+2 s2=6.011
Pm -0.059 1.640 -0.436
F 4.094 5.272 -0.758
C 4.669 4.180 -0.254
F 4.966 3.371 -1.287
F 5.825 4.545 0.293
C 3.784 3.469 0.747
C 4.214 3.246 2.038
C 3.377 2.570 2.924
C 2.145 2.152 2.470
N 1.699 2.356 1.219
C 2.510 3.019 0.348
S 1.907 3.302 -1.249
H 5.188 3.597 2.349
H 3.692 2.383 3.937
H 1.450 1.646 3.130
C -1.216 -2.159 1.761
C -2.323 -1.115 1.933
P -2.361 0.328 0.772
C -3.953 1.149 1.088
C -3.955 2.546 1.086
C -5.142 3.241 1.228
C -6.331 2.544 1.375
C -6.333 1.157 1.384
C -5.152 0.454 1.239
C -2.639 -0.377 -0.922
C -2.980 -1.695 -1.202
C -3.077 -2.126 -2.520
C -2.858 -1.249 -3.568
C -2.578 0.088 -3.306
C -2.455 0.520 -1.993
C 0.212 -1.596 1.789
P 0.670 -1.009 0.104
C 0.676 -2.503 -0.930
C 0.750 -3.804 -0.442
C 0.817 -4.856 -1.338
C 0.826 -4.620 -2.704
C 0.738 -3.322 -3.189
C 0.647 -2.266 -2.304
C 2.447 -0.544 0.156
C 3.314 -0.753 1.222
C 4.639 -0.357 1.109
C 5.112 0.207 -0.065
C 4.254 0.401 -1.139
C 2.920 0.061 -1.018
H -1.362 -2.716 0.831
H -1.330 -2.867 2.585
H -2.248 -0.665 2.931
H -3.298 -1.612 1.879
H -3.007 3.082 0.987
H -5.141 4.319 1.218
H -7.260 3.081 1.472
H -7.265 0.626 1.491
H -5.169 -0.624 1.229
H -3.196 -2.387 -0.404
H -3.324 -3.156 -2.729
H -2.943 -1.593 -4.588
H -2.494 0.782 -4.129
H -2.390 1.614 -1.792
H 0.929 -2.367 2.094
H 0.291 -0.759 2.494
H 0.750 -4.009 0.618
H 0.870 -5.867 -0.965
H 0.896 -5.451 -3.386
H 0.739 -3.138 -4.253
H 0.541 -1.240 -2.664
H 2.961 -1.205 2.138
H 5.310 -0.502 1.940
H 6.148 0.497 -0.154
H 4.626 0.829 -2.056
H 2.238 0.233 -1.864

=====

No. 9
96
Properties=species:S:1:pos:R:3 method="wB97M-V/def2-TZVPD" de_lowest_kj_mol=478.7 multiplicity=1 homo_energy_ev="-6.33 / -6.34"
W 0.232 0.399 -1.452
O -5.680 -1.066 -0.616
C -4.511 -0.763 -0.541
C -3.327 -1.846 -0.547
O -5.337 -3.718 -0.483
C -2.132 -0.910 -0.615
C -2.498 0.422 -0.675
O -1.532 1.272 -0.969
C -3.913 0.614 -0.496
O -4.573 1.635 -0.403
O -0.884 -1.198 -0.790
C 2.348 -0.031 6.348
C 1.433 0.195 5.150
C 1.993 1.174 4.120
C 3.093 0.591 3.224
N 2.745 -0.666 2.582
C 1.984 -0.787 1.486
S 1.192 0.613 0.882
N 1.848 -1.971 0.910
C 2.439 -3.212 1.379
C 1.627 -3.837 2.530
C 0.589 -4.866 2.064
C -0.272 -4.390 0.896
H 1.882 -0.721 7.050
H 2.528 0.907 6.871
H 3.311 -0.447 6.052
H 0.481 0.589 5.509
H 1.213 -0.757 4.662
H 2.414 2.045 4.627
H 1.183 1.520 3.479
H 3.995 0.408 3.810
H 3.324 1.316 2.439
H 3.009 -1.511 3.064
H 1.255 -2.032 0.091
H 3.471 -3.013 1.685
H 2.467 -3.889 0.525
H 1.110 -3.033 3.063
H 2.307 -4.323 3.235
H -0.057 -5.097 2.915
H 1.098 -5.791 1.782
H -0.661 -3.396 1.092
H -1.118 -5.063 0.759
H 0.293 -4.367 -0.033
N 1.129 1.981 -1.711
C 1.552 3.140 -1.354
C 0.547 4.159 -0.951
C -0.402 3.838 0.016
C -1.372 4.756 0.377
C -1.410 6.000 -0.232
C -0.468 6.328 -1.195
C 0.510 5.415 -1.552
C 2.979 3.451 -1.295
C 3.900 2.528 -1.805
C 5.256 2.769 -1.718
C 5.721 3.925 -1.106
C 4.818 4.834 -0.575
C 3.458 4.604 -0.668
H -0.360 2.872 0.500
H -2.107 4.491 1.124
H -2.165 6.719 0.054
H -0.503 7.295 -1.680
H 1.238 5.666 -2.311
H 3.518 1.618 -2.254
H 5.958 2.052 -2.119
H 6.783 4.116 -1.038
H 5.179 5.721 -0.074
H 2.763 5.308 -0.234
Cl -2.412 -1.594 2.003
C -3.565 -2.263 0.882
C -4.723 -2.744 1.478
C -5.741 -3.225 0.690
C -5.690 -3.349 -1.719
C -4.593 -2.994 -2.477
Cl -4.713 -3.069 -4.207
C -3.419 -2.536 -1.895
N -2.284 -2.385 -2.752
C -1.893 -1.157 -3.259
C -2.819 -0.127 -3.431
C -2.416 1.149 -3.799
C -1.078 1.437 -3.993
C -0.123 0.408 -3.899
C -0.530 -0.912 -3.577
C 0.473 -2.032 -3.689
C 1.196 -2.219 -2.337
O 1.326 -3.317 -1.828
O 1.635 -1.115 -1.822
H -4.870 -2.586 2.535
H -6.767 -3.335 1.016
H -6.698 -3.469 -2.089
H -1.519 -2.987 -2.472
H -3.865 -0.339 -3.258
H -3.160 1.923 -3.912
H -0.768 2.430 -4.286
H 0.858 0.562 -4.345
H 1.247 -1.766 -4.414
H 0.019 -2.972 -4.004